Entry from OMol25: a gas-phase ion, C4H6N3 (charge +1) at a distorted geometry (ωB97M-V/def2-TZVPD).

The geometry in XYZ format:
```
13
Properties=species:S:1:pos:R:3:forces:R:3:lowdin_charge:R:1
C -1.928 0.402 0.089 -1.26 -0.54 2.51 -0.0245
C -1.003 -0.707 0.160 1.10 -0.71 0.51 0.0595
N 0.265 -0.407 -0.037 0.70 -2.22 1.06 -0.0282
C 1.727 -1.075 0.130 -3.69 0.37 -0.22 0.0364
N 2.556 -0.204 -0.047 1.05 1.02 -0.06 0.1606
C 1.821 0.985 -0.303 1.71 0.82 -1.16 -0.0630
N 0.559 0.855 -0.293 0.17 2.66 -0.83 0.0861
H -1.563 1.348 0.469 0.22 -0.15 0.39 0.1109
H -2.886 0.112 0.506 0.00 -0.06 0.76 0.1098
H -2.276 0.657 -0.833 -0.33 0.44 -3.41 0.0858
H -1.343 -1.748 0.498 0.93 1.49 -0.85 0.1916
H 1.641 -2.075 0.315 0.56 -2.48 0.54 0.1117
H 2.429 1.859 -0.656 -1.18 -0.65 0.78 0.1634
```
Forces are in eV/Å.

Computed properties:
SMILES string: C/C=[N+]1/C=NC=N1
HOMO-LUMO gap in hartree: 0.357
ΔE to the lowest compared entry with this formula, charge and spin in kJ/mol: 275.9
Spin multiplicity: 1
Total charge: +1

=====

Entry from OMol25: a molecular structure, C13H18Cl3N3O4PbS4 at a distorted geometry (ωB97M-V/def2-TZVPD).

The geometry in XYZ format:
```
46
Properties=species:S:1:pos:R:3:forces:R:3:lowdin_charge:R:1
Pb 0.492 -0.797 -1.469 -0.86 -0.91 -1.18 1.1868
Cl -0.196 2.282 -0.498 0.55 -0.40 -0.67 0.6051
C 1.227 2.085 0.630 -7.18 5.59 2.92 -0.6870
Cl 2.227 0.798 0.613 2.85 -4.80 2.54 0.4920
H 0.550 1.939 1.535 1.26 -0.59 -0.83 0.0919
H 1.432 3.115 0.922 1.82 0.04 -1.06 0.0859
S -0.835 -2.361 -3.468 0.13 -0.70 -0.57 0.1602
S 0.048 -3.846 -4.366 0.14 0.01 0.16 0.0660
S 1.849 -4.247 -3.588 -0.16 0.10 -0.06 0.0662
S 2.351 -3.086 -2.163 0.12 -0.45 -0.20 0.1744
O -1.175 -1.104 0.269 -0.12 0.16 -0.58 -0.2471
N -2.341 -0.680 0.003 -0.22 0.11 0.40 -0.0183
N -2.560 -0.250 -1.171 0.11 -0.05 -0.16 -0.2187
O -1.676 -0.261 -2.166 0.09 0.26 0.56 -0.4318
C -3.865 0.268 -1.478 -0.11 -0.07 -0.03 -0.1714
C -3.990 1.110 -2.570 0.06 0.03 -0.03 -0.0115
C -5.249 1.573 -2.923 -0.02 -0.03 0.07 -0.0722
C -6.363 1.193 -2.190 0.00 0.01 -0.05 -0.0862
C -6.218 0.357 -1.090 -0.03 0.05 -0.02 -0.0762
C -4.967 -0.110 -0.724 0.04 -0.05 0.02 -0.0166
H -3.110 1.389 -3.129 -0.01 -0.04 -0.04 0.1137
H -5.360 2.223 -3.780 0.02 0.01 0.01 0.1061
H -7.345 1.541 -2.482 -0.01 0.01 0.03 0.1034
H -7.090 0.055 -0.527 0.03 0.00 0.04 0.1059
H -4.836 -0.766 0.124 -0.03 -0.02 -0.01 0.1100
O 3.312 -2.715 2.676 0.29 -0.42 -0.81 0.0608
C 2.653 -2.059 1.897 -1.83 0.56 2.14 -0.5512
O 2.659 -1.962 0.621 0.41 0.18 -1.02 -0.1558
C 1.521 -0.993 2.616 3.95 -2.06 -0.23 -0.2231
N 1.683 -0.007 1.673 -3.50 2.94 1.20 -0.2939
C 3.605 1.316 0.975 2.06 -0.46 0.79 -0.1298
C 3.477 0.019 3.972 0.05 0.09 -0.20 -0.0974
C 2.054 -0.528 3.988 -0.40 -0.33 -0.09 -0.1974
H 0.527 -1.435 2.643 -0.08 0.15 -0.22 0.1418
H 1.381 0.279 -0.288 -0.56 0.14 0.32 -0.2023
H 2.803 -0.393 0.018 1.37 -1.78 0.63 0.1010
H 3.710 0.476 3.006 0.02 0.00 0.06 0.0248
H 4.488 1.878 0.735 -0.29 0.53 -0.16 0.0579
H 3.623 0.799 4.720 -0.04 -0.12 0.14 0.0714
H 4.205 -0.774 4.118 0.00 0.00 0.06 0.0743
H 1.360 0.236 4.350 -0.03 -0.11 0.16 0.1030
H 2.035 -1.396 4.649 -0.25 0.06 0.09 0.1105
Cl 4.099 0.340 -2.074 0.39 -0.31 -0.19 0.5300
C 2.539 1.121 -2.030 -0.73 0.96 2.02 -0.6953
H 2.682 2.206 -1.873 0.35 0.16 -1.35 -0.0155
H 2.582 1.175 -0.705 0.36 1.56 -4.58 -0.1443
```
Forces are in eV/Å.

Computed properties:
HOMO-LUMO gap (spin up / spin down) in hartree: 0.161 / 0.166
ΔE to the lowest compared entry with this formula, charge and spin in kJ/mol: 2616.6
Spin multiplicity: 1

=====

Entry from OMol25: a molecular structure, C24H26InN6O4 (ωB97M-V/def2-TZVPD).

The geometry in XYZ format:
```
61
Properties=species:S:1:pos:R:3:forces:R:3:lowdin_charge:R:1
In 0.563 -0.478 0.125 0.23 0.09 -0.09 0.8616
O -3.658 -0.576 0.374 0.09 0.09 -0.06 0.1268
C -2.483 -0.385 0.165 -0.10 -0.18 0.10 -0.4474
N -1.414 -0.755 0.932 -0.15 0.11 -0.01 0.0476
C -1.505 -1.678 1.949 -0.17 -0.04 -0.03 -0.4287
O -2.419 -2.427 2.197 0.05 0.12 0.08 0.1349
C -0.235 -1.733 2.781 0.06 -0.07 0.18 -0.1590
C -0.249 -2.296 4.046 -0.03 -0.02 -0.03 0.0318
C 0.932 -2.321 4.771 0.04 0.01 -0.04 -0.0153
C 2.090 -1.799 4.209 -0.03 -0.01 -0.01 -0.0187
C 2.026 -1.271 2.933 0.04 -0.08 0.01 -0.0823
N 0.884 -1.234 2.246 -0.11 -0.17 0.15 0.0477
C -2.070 0.380 -1.088 -0.18 0.10 -0.15 -0.1673
C -3.044 1.041 -1.819 0.00 -0.02 -0.02 0.0318
C -2.676 1.731 -2.963 0.07 -0.06 0.05 -0.0102
C -1.345 1.719 -3.356 0.01 -0.01 -0.03 -0.0207
C -0.431 1.025 -2.588 -0.01 -0.07 -0.03 -0.0921
N -0.786 0.378 -1.473 -0.03 0.06 0.01 0.0376
H -1.172 -2.704 4.432 -0.01 0.00 -0.04 0.1316
H 0.954 -2.756 5.762 -0.01 0.02 0.01 0.1216
H 3.031 -1.816 4.740 0.00 0.00 0.00 0.1182
H 2.903 -0.891 2.422 0.01 -0.01 0.02 0.1245
H -4.068 0.998 -1.475 0.01 -0.02 0.03 0.1314
H -3.420 2.260 -3.542 0.02 0.02 -0.02 0.1231
H -1.012 2.233 -4.247 -0.02 -0.01 0.00 0.1193
H 0.614 0.962 -2.866 0.00 0.06 -0.01 0.1212
O 3.700 -3.022 0.051 -0.16 0.09 -0.02 0.1105
C 2.660 -2.464 -0.214 0.27 -0.10 -0.08 -0.5698
O 2.498 -1.167 -0.269 -0.08 0.26 0.01 -0.1219
C 1.426 -3.292 -0.531 0.02 -0.08 -0.02 -0.1713
C 1.497 -4.671 -0.624 0.00 0.03 -0.02 0.0327
C 0.338 -5.370 -0.923 0.00 0.08 0.01 -0.0131
C -0.843 -4.668 -1.122 -0.01 -0.04 -0.02 -0.0148
C -0.832 -3.292 -0.996 0.01 -0.05 0.02 -0.0796
N 0.284 -2.622 -0.703 0.09 -0.11 0.01 0.0551
H 2.448 -5.156 -0.461 0.00 0.00 0.00 0.1310
H 0.352 -6.449 -0.994 0.00 0.00 -0.02 0.1214
H -1.766 -5.178 -1.359 0.00 0.01 0.01 0.1201
H -1.737 -2.711 -1.120 -0.01 0.00 0.03 0.1227
C 3.997 4.676 1.585 -0.05 -0.12 0.05 -0.0545
C 3.606 3.350 2.230 0.12 0.26 -0.04 -0.1978
N 2.737 2.540 1.372 -0.02 -0.11 0.00 -0.0599
C 3.397 1.893 0.232 -0.18 0.05 -0.26 -0.1795
C 2.957 2.449 -1.121 0.05 -0.09 0.10 -0.0524
C 1.433 2.409 1.599 -0.17 0.15 0.00 -0.3804
C 0.811 3.268 2.668 -0.03 0.02 0.08 0.0182
N 0.657 1.589 0.924 0.35 -0.10 -0.13 0.0794
H 4.720 5.197 2.211 -0.01 0.00 0.00 0.0856
H 3.126 5.321 1.459 0.01 0.00 -0.04 0.0790
H 4.452 4.513 0.609 0.02 0.04 0.00 0.0713
H 3.123 3.527 3.187 0.04 -0.09 -0.01 0.1068
H 4.501 2.759 2.428 -0.03 -0.04 0.03 0.1267
H 3.228 0.820 0.261 0.04 -0.13 0.07 0.0802
H 4.467 2.049 0.353 0.02 -0.03 0.08 0.1274
H 1.881 2.344 -1.252 -0.02 0.04 -0.02 0.0444
H 3.461 1.891 -1.911 -0.02 0.02 0.00 0.0909
H 3.214 3.502 -1.227 -0.01 0.01 0.02 0.0764
H 1.189 4.288 2.642 -0.03 -0.01 0.01 0.0879
H 1.022 2.847 3.653 0.01 0.02 0.00 0.1046
H -0.269 3.296 2.545 0.00 -0.02 -0.02 0.0922
H -0.305 1.685 1.228 0.02 0.11 0.08 0.0617
```
Forces are in eV/Å.

Computed properties:
HOMO-LUMO gap in hartree: 0.338
ΔE to the lowest compared entry with this formula, charge and spin in kJ/mol: 4.8
Spin multiplicity: 1
Total charge: +1

=====

Entry from OMol25: 2 unconnected molecules or ions with the total composition C2H8OS2 at a distorted geometry (ωB97M-V/def2-TZVPD).

The geometry in XYZ format:
```
13
Properties=species:S:1:pos:R:3:forces:R:3:lowdin_charge:R:1
S 1.886 -1.910 -0.213 -0.77 -1.26 1.56 -0.0854
S 2.718 -0.487 -1.854 0.77 1.00 -1.59 -0.0832
H 0.880 -2.449 -0.916 0.07 -0.07 -0.09 -0.3160
H 1.703 0.366 -1.727 0.01 0.18 0.09 -0.3483
C -0.688 0.603 -0.158 0.63 0.74 0.16 -0.3382
O 0.455 1.436 0.119 -0.51 0.12 0.26 -0.1252
C -1.291 0.010 1.095 -0.19 0.47 -0.25 -0.1038
H -1.389 1.206 -0.747 -0.21 -0.28 0.02 0.1050
H -0.267 -0.188 -0.743 0.02 -0.50 -0.55 0.0385
H 0.278 1.882 0.952 0.10 0.09 0.01 0.0661
H -1.963 0.707 1.603 0.10 0.01 0.10 0.0650
H -1.842 -0.883 0.853 -0.35 -0.35 -0.10 0.0640
H -0.480 -0.292 1.735 0.33 -0.14 0.38 0.0615
```
Forces are in eV/Å.

Computed properties:
HOMO-LUMO gap (spin up / spin down) in hartree: 0.154 / 0.258
ΔE to the lowest compared entry with this formula, charge and spin in kJ/mol: 17.4
Spin multiplicity: 2
Total charge: -1
⟨S²⟩: 0.754

=====

Entry from OMol25: 2 unconnected molecules or ions with the total composition C4H12N2O (ωB97M-V/def2-TZVPD).

The geometry in XYZ format:
```
19
Properties=species:S:1:pos:R:3:forces:R:3:lowdin_charge:R:1
C 0.967 0.897 -1.386 -0.02 -0.22 -0.09 -0.4571
N 1.574 -0.308 -1.256 -0.19 0.13 0.10 -0.0258
O -0.236 0.850 -2.144 0.20 -0.02 0.10 -0.0692
H -0.186 0.009 -2.617 0.03 0.03 0.05 0.0831
H 0.992 -0.651 0.104 0.10 0.12 -0.20 0.0804
H 2.565 -0.197 -1.059 -0.07 0.03 -0.02 0.0497
H 1.568 1.770 -1.670 -0.04 -0.07 0.05 0.1267
H 0.533 1.231 -0.285 -0.09 0.03 0.13 0.0868
C -0.653 -1.748 1.016 0.01 0.11 -0.03 -0.0968
N -1.632 0.941 0.576 0.10 -0.01 -0.04 0.0761
C -0.317 0.770 0.964 0.08 -0.26 -0.16 -0.2345
C 0.272 -0.538 1.098 -0.21 0.13 0.12 -0.2662
H -1.881 1.885 0.320 0.04 -0.05 0.04 0.0996
H -1.951 0.291 -0.130 0.03 -0.02 0.05 0.0881
H 0.069 1.580 1.574 0.01 -0.02 -0.05 0.1263
H 0.965 -0.580 1.938 -0.02 0.02 -0.04 0.1157
H -1.115 -1.830 0.029 0.01 0.01 0.03 0.0700
H -0.083 -2.665 1.168 -0.02 0.05 0.00 0.0735
H -1.451 -1.707 1.761 0.03 0.00 -0.03 0.0737
```
Forces are in eV/Å.

Computed properties:
HOMO-LUMO gap in hartree: 0.321
ΔE to the lowest compared entry with this formula, charge and spin in kJ/mol: 352.0
Spin multiplicity: 1

=====

Entry from OMol25: 6 unconnected molecules or ions with the total composition C36H30FNO24 at a distorted geometry (ωB97M-V/def2-TZVPD).

The geometry in XYZ format:
```
92
Properties=species:S:1:pos:R:3:forces:R:3:lowdin_charge:R:1
O -0.903 0.481 -0.572 -0.01 -0.15 -0.33 0.0596
C -0.442 -0.625 -0.802 0.34 -0.31 0.81 -0.2763
C 0.116 -1.476 0.252 -0.22 0.44 -0.09 0.0973
C 0.628 -2.672 -0.041 0.24 -0.22 1.15 -0.1925
O 1.150 -3.477 0.928 -0.24 0.33 -1.44 0.0674
C 0.655 -3.183 -1.441 -0.03 -0.20 -0.76 -0.3037
O 1.148 -4.275 -1.674 -0.04 0.19 0.41 0.1126
C 0.075 -2.342 -2.492 0.18 -0.34 0.15 0.0851
C -0.440 -1.146 -2.197 -0.45 0.48 -1.38 -0.2039
O -0.984 -0.352 -3.162 0.36 -0.31 1.41 0.1032
H 0.093 -1.092 1.264 0.02 -0.02 0.00 0.1141
H 1.454 -4.280 0.461 -0.02 0.12 0.04 0.1173
H 0.084 -2.731 -3.501 0.01 0.03 0.04 0.1390
H -1.284 0.456 -2.698 0.02 0.02 -0.19 0.1007
O -6.091 5.375 0.812 0.10 0.07 -0.44 0.1076
C -5.258 4.716 0.213 -0.06 -0.33 0.80 -0.3125
C -4.528 3.611 0.841 -0.32 0.38 -0.06 0.0786
C -3.610 2.924 0.156 0.45 -1.03 1.15 -0.2094
O -2.928 1.894 0.729 -0.54 1.11 -1.21 0.0939
C -3.294 3.255 -1.264 0.01 0.30 -0.71 -0.2993
O -2.438 2.619 -1.858 -0.25 -0.07 0.20 0.1007
C -4.042 4.344 -1.899 0.31 -0.26 0.01 0.0675
C -4.961 5.028 -1.214 -0.34 0.83 -1.04 -0.2189
O -5.665 6.041 -1.792 0.33 -0.80 1.02 0.0932
H -4.766 3.384 1.872 0.02 0.00 -0.04 0.1365
H -2.322 1.560 0.035 0.09 -0.14 0.28 0.0633
H -3.816 4.563 -2.934 -0.02 0.00 0.04 0.1366
H -6.262 6.374 -1.093 0.07 -0.02 -0.12 0.1158
O 2.066 1.011 -0.651 -0.21 0.26 0.06 0.1199
C 2.595 2.092 -0.460 0.60 -0.39 -0.20 -0.2862
C 4.033 2.305 -0.652 -0.21 0.07 -0.25 0.0708
C 4.581 3.499 -0.417 1.04 -0.34 -0.27 -0.2139
O 5.916 3.712 -0.594 -1.16 0.40 0.32 0.0905
C 3.760 4.652 0.051 -0.49 0.54 0.26 -0.3154
O 4.298 5.724 0.273 0.19 -0.35 -0.15 0.1048
C 2.318 4.446 0.221 0.37 0.22 0.00 0.0769
C 1.768 3.253 -0.018 -1.51 0.34 0.34 -0.2077
O 0.428 3.050 0.135 1.51 -0.37 -0.32 0.0936
H 4.617 1.460 -0.990 -0.24 0.48 -0.01 0.0980
H 6.062 4.649 -0.358 0.01 -0.15 -0.04 0.1141
H 1.731 5.296 0.543 0.02 -0.04 -0.01 0.1361
H 0.274 2.110 -0.094 -0.21 0.10 0.05 0.0778
O -5.727 2.246 -9.066 -0.28 0.22 0.28 0.1115
C -5.714 2.255 -7.847 0.63 -0.44 -0.30 -0.3131
C -4.700 1.538 -7.066 -0.17 0.12 -0.34 0.0789
C -4.730 1.558 -5.732 1.17 -0.81 0.21 -0.2176
O -3.793 0.900 -4.994 -1.15 0.79 -0.16 0.0940
C -5.787 2.302 -4.990 -0.60 0.44 0.26 -0.3077
O -5.793 2.284 -3.771 0.29 -0.18 -0.22 0.1064
C -6.786 3.039 -5.770 0.15 -0.11 0.35 0.0789
C -6.755 3.021 -7.104 -1.11 0.82 -0.19 -0.2210
O -7.675 3.702 -7.842 1.10 -0.82 0.16 0.0950
H -3.940 1.000 -7.617 -0.03 0.01 0.02 0.1378
H -4.033 1.067 -4.061 0.11 -0.04 -0.10 0.1079
H -7.538 3.589 -5.219 0.02 -0.02 -0.02 0.1379
H -7.439 3.530 -8.775 -0.08 0.05 0.11 0.1168
O 5.038 -0.227 -0.368 0.56 -1.04 0.15 0.0815
C 5.609 -0.922 0.457 -0.52 0.27 0.39 -0.2767
C 5.180 -0.990 1.858 -0.09 0.17 -0.39 0.0898
C 5.840 -1.750 2.734 -0.81 0.31 1.06 -0.2175
O 5.451 -1.825 4.038 0.77 -0.36 -1.04 0.0870
C 7.030 -2.549 2.328 0.66 -0.42 -0.31 -0.3112
O 7.619 -3.218 3.160 -0.40 0.26 0.05 0.1149
C 7.445 -2.500 0.922 0.03 -0.12 0.36 0.0800
C 6.783 -1.743 0.044 0.78 -0.30 -1.12 -0.2140
O 7.155 -1.690 -1.265 -0.81 0.35 1.09 0.1003
H 4.316 -0.403 2.140 0.01 -0.02 0.00 0.1345
H 6.087 -2.434 4.463 -0.08 0.12 -0.02 0.1172
H 8.300 -3.099 0.637 -0.03 0.03 0.01 0.1389
H 6.524 -1.076 -1.689 0.14 -0.10 -0.01 0.1186
C -1.981 -4.104 4.250 -0.04 0.40 0.04 -0.1007
O -1.382 -4.313 2.930 -0.09 -1.47 1.52 -0.2265
C -0.537 -5.503 3.009 1.59 0.35 0.03 -0.1560
C 0.948 -4.972 3.384 -0.40 0.03 -0.58 -0.1715
O 1.277 -5.199 4.787 0.38 2.28 -0.56 -0.1596
C 2.050 -4.056 5.283 1.04 -0.81 0.70 -0.1051
C 1.140 -3.076 6.167 -0.21 -1.46 4.64 -0.2870
O 0.980 -3.389 7.384 0.39 1.24 -4.95 0.0672
N 0.427 -1.868 5.691 2.86 -1.17 -2.36 0.1672
C 0.953 -1.341 4.434 -4.03 1.39 -3.78 -0.3533
O 0.117 -1.029 3.542 3.93 -1.05 3.60 0.0689
F 2.316 -1.099 4.149 -2.78 -0.99 1.82 0.0680
H -1.219 -4.270 5.086 -0.91 0.02 -1.08 0.0842
H -2.311 -3.005 4.310 0.19 -1.72 -0.29 0.1030
H -2.856 -4.836 4.400 1.19 1.23 -0.13 0.1099
H -0.910 -6.246 3.794 0.50 1.01 -1.03 0.1336
H -0.443 -6.050 2.005 -0.57 1.08 1.27 0.1312
H 1.772 -5.461 2.757 -1.15 0.43 0.72 0.1332
H 0.968 -3.849 3.137 -0.21 -1.79 0.41 0.1044
H 2.663 -3.542 4.467 -1.10 -0.57 0.94 0.1234
H 2.817 -4.522 6.013 -1.41 1.01 -0.97 0.1512
H -0.568 -2.108 5.498 0.86 0.50 0.26 0.1319
```
Forces are in eV/Å.

Computed properties:
SMILES string: O=C1C=C(O)C(=O)C=C1O.O=C1C=C(O)C(=O)C=C1O.O=C1C=C(O)C(=O)C=C1O.O=C1C=C(O)C(=O)C=C1O.O=C1C=C(O)C(=O)C=C1O.COCCOCC(=O)NC(=O)F
HOMO-LUMO gap in hartree: 0.280
Spin multiplicity: 1